*i*
Molecular formula: CH2NOS3
Method: DFT, the ωB97M-V functional and the def2-TZVPD basis

Bonds (Å) are listed after each position.
Element x y z (Å)
1 C -2.916 -0.340 -0.268  O3 1.206, S4 1.651, S5 1.951
2 N 0.418 0.520 -0.422  S6 1.656, H7 1.126, H8 0.952
3 O -3.798 -0.018 -1.024  C1 1.206
4 S -2.053 -1.731 -0.047  C1 1.651
5 S -2.366 1.192 0.806  C1 1.951, S6 2.292
6 S -0.573 1.846 -0.462  N2 1.656, S5 2.292
7 H -0.323 -0.311 -0.254  N2 1.126
8 H 0.990 0.449 0.336  N2 0.952

Output
SMILES: NSSC([O-])=S
Net charge: -1
LUMO level (eV): 3.40
Kohn-Sham gap (eV): 7.415

How positive or negative is each atom? The natural (NBO) charges in e answer that:
1 C 0.221
2 N -1.031
3 O -0.623
4 S -0.364
5 S -0.198
6 S 0.249
7 H 0.404
8 H 0.342

---

*ii*
Molecular formula: CH2NOS3
Method: DFT, the ωB97M-V functional and the def2-TZVPD basis

Bonds (Å) are listed after each position.
Element x y z (Å)
1 C 0.719 -0.205 -0.044  N2 1.273, S5 1.686, S6 1.695
2 N -0.024 -1.073 0.516  C1 1.273, S4 1.665
3 O 0.014 2.377 1.437  S6 1.868, H8 0.930
4 S -0.142 -2.628 -0.070  N2 1.665, H7 1.391
5 S 1.796 -0.334 -1.335  C1 1.686, S6 2.455
6 S 0.932 1.471 0.086  C1 1.695, O3 1.868, S5 2.455
7 H 0.620 -2.315 -1.190  S4 1.391
8 H -0.076 3.244 1.111  O3 0.930

Output
Net charge: -1
LUMO level (eV): 3.40
Kohn-Sham gap (eV): 7.274

How positive or negative is each atom? The natural (NBO) charges in e answer that:
1 C -0.144
2 N -0.682
3 O -0.937
4 S 0.101
5 S -0.335
6 S 0.443
7 H 0.108
8 H 0.445

---

Stability ranking, top and bottom: *i* is the most stable and *ii* is the least stable.

---

*i*
Molecular formula: C3H2F4
Method: DFT, the ωB97M-V functional and the def2-TZVPD basis

Bonds (Å) are listed after each position.
Element x y z (Å)
1 C -0.923 0.872 0.495  C2 1.291, H8 1.059
2 C -1.538 0.300 -0.486  C1 1.291, F4 1.347, F5 1.339
3 C 1.653 -0.639 0.231  F6 1.316, F7 1.314, H9 1.077
4 F -2.798 0.519 -0.906  C2 1.347
5 F -1.005 -0.645 -1.271  C2 1.339
6 F 2.183 -0.485 1.426  C3 1.316
7 F 2.252 0.086 -0.687  C3 1.314
8 H -1.094 1.598 1.247  C1 1.059
9 H 1.270 -1.606 -0.049  C3 1.077

Output
LUMO level (alpha / beta) (eV): 0.52 / -1.04
Kohn-Sham gap (alpha / beta) (eV): 10.842 / 7.759

natural (NBO) atomic charge list, values in e, 8 entries:
1 C -0.294
2 C 0.616
3 C 0.596
4 F -0.314
5 F -0.320
6 F -0.316
7 F -0.313
8 H 0.204

---

*ii*
Molecular formula: C3H2F4
Method: DFT, the ωB97M-V functional and the def2-TZVPD basis

Bonds (Å) are listed after each position.
Element x y z (Å)
1 C -1.164 0.246 0.000  C2 1.497, H4 1.112, H5 1.107, F6 1.377
2 C 0.325 0.395 -0.004  C1 1.497, C3 1.323, F7 1.353
3 C 1.258 -0.543 -0.010  C2 1.323, F8 1.314, F9 1.320
4 H -1.587 0.726 -0.910  C1 1.112
5 H -1.593 0.693 0.918  C1 1.107
6 F -1.516 -1.085 0.000  C1 1.377
7 F 0.711 1.692 0.002  C2 1.353
8 F 2.546 -0.283 0.003  C3 1.314
9 F 1.018 -1.841 0.001  C3 1.320

Output
SMILES: FCC(F)=C(F)F
LUMO level (eV): 0.91
Kohn-Sham gap (eV): 10.772

natural (NBO) atomic charge list, values in e, 8 entries:
1 C 0.012
2 C 0.172
3 C 0.673
4 H 0.185
5 H 0.185
6 F -0.345
7 F -0.309
8 F -0.288

---

Stability ranking, top and bottom: *ii* is the most stable and *i* is the least stable.

---

*i*
Molecular formula: CH6NO2
Method: DFT, the ωB97M-V functional and the def2-TZVPD basis

Bonds (Å) are listed after each position.
Element x y z (Å)
1 C 0.297 -0.117 -0.355  N2 1.550, O3 1.411, O4 1.359
2 N -1.137 -0.022 0.225  C1 1.550, H6 1.093, H7 1.012, H8 0.997
3 O 0.685 1.141 0.152  C1 1.411, H9 1.027
4 O 1.023 -1.200 0.028  C1 1.359, H10 0.928
5 H -0.028 -0.158 -1.845  no bonds
6 H -1.867 -0.768 -0.099  N2 1.093
7 H -1.440 0.912 -0.018  N2 1.012
8 H -0.960 -0.064 1.205  N2 0.997
9 H 1.698 1.304 0.100  O3 1.027
10 H 1.727 -1.028 0.608  O4 0.928

Output
Net charge: +1
LUMO level (eV): -3.79
Kohn-Sham gap (eV): 12.312

natural (NBO) atomic charge list, values in e, 8 entries:
1 C 0.563
2 N -0.727
3 O -0.736
4 O -0.677
5 H 0.164
6 H 0.469
7 H 0.459
8 H 0.441

---

*ii*
Molecular formula: CH6NO2
Method: DFT, the ωB97M-V functional and the def2-TZVPD basis

Bonds (Å) are listed after each position.
Element x y z (Å)
1 O 0.469 1.237 -1.296  H2 0.972, H3 0.969
2 H 0.322 1.046 -2.238  O1 0.972
3 H -0.129 1.994 -1.214  O1 0.969
4 H 1.431 -0.420 1.602  O7 0.974
5 C 0.133 -0.927 0.268  N6 1.293, O7 1.285, H8 1.080
6 N -0.897 -0.338 0.782  C5 1.293, H9 1.012, H10 1.007
7 O 1.260 -1.043 0.874  H4 0.974, C5 1.285
8 H 0.113 -1.358 -0.723  C5 1.080
9 H -1.009 -0.057 1.747  N6 1.012
10 H -1.691 -0.134 0.197  N6 1.007

Output
Net charge: +1
LUMO level (eV): -4.41
Kohn-Sham gap (eV): 11.718

natural (NBO) atomic charge list, values in e, 8 entries:
1 O -0.959
2 H 0.487
3 H 0.483
4 H 0.530
5 C 0.611
6 N -0.699
7 O -0.569
8 H 0.232

---

Stability ranking, top and bottom: *ii* is the most stable and *i* is the least stable.

---

*i*
Molecular formula: C6H8S
Method: DFT, the ωB97M-V functional and the def2-TZVPD basis

Bonds (Å) are listed after each position.
Element x y z (Å)
1 C 0.636 -0.676 0.227  C2 1.490, C4 1.686, H8 0.977
2 C -0.636 -0.689 -0.550  C1 1.490, C3 1.550, C5 1.547, H9 1.102
3 C -0.658 0.862 -0.530  C2 1.550, C4 1.423, S7 1.582
4 C 0.663 0.992 -0.018  C1 1.686, C3 1.423, C6 1.441
5 C -1.769 -1.482 0.143  C2 1.547, H10 1.061, H11 1.186, H12 1.035
6 C 1.660 2.029 0.066  C4 1.441, H13 1.103, H14 1.123, H15 1.133
7 S -1.902 1.801 -0.803  C3 1.582
8 H 1.162 -1.284 0.782  C1 0.977
9 H -0.451 -1.096 -1.557  C2 1.102
10 H -1.472 -2.445 0.474  C5 1.061
11 H -2.775 -1.625 -0.469  C5 1.186
12 H -2.073 -1.027 1.022  C5 1.035
13 H 2.161 2.008 1.049  C6 1.103
14 H 1.371 3.050 -0.300  C6 1.123
15 H 2.472 1.691 -0.649  C6 1.133

Output
SMILES: CC1=C[C@@H](C)C1=S
LUMO level (alpha / beta) (eV): -0.53 / -0.95
Kohn-Sham gap (alpha / beta) (eV): 7.760 / 7.334

natural (NBO) atomic charge list, values in e, 8 entries:
1 C -0.016
2 C -0.317
3 C -0.174
4 C 0.015
5 C -0.615
6 C -0.694
7 S 0.033
8 H 0.177

---

*ii*
Molecular formula: C6H8S
Method: DFT, the ωB97M-V functional and the def2-TZVPD basis

Bonds (Å) are listed after each position.
Element x y z (Å)
1 C -1.051 1.241 0.623  C2 1.329, C3 1.503, H8 1.076
2 C -0.217 1.191 -0.411  C1 1.329, C5 1.471, H9 1.076
3 C -1.201 -0.075 1.334  C1 1.503, C4 1.505, H10 1.094, H11 1.094
4 C -0.385 -1.039 0.516  C3 1.505, C5 1.626, S7 1.803, H12 1.076
5 C 0.332 -0.154 -0.644  C2 1.471, C4 1.626, C6 1.499, S7 1.832
6 C 1.734 -0.387 -1.122  C5 1.499, H13 1.088, H14 1.091, H15 1.088
7 S -0.972 -1.329 -1.164  C4 1.803, C5 1.832
8 H -1.608 2.104 0.941  C1 1.076
9 H 0.037 2.012 -1.058  C2 1.076
10 H -0.825 -0.015 2.360  C3 1.094
11 H -2.255 -0.362 1.386  C3 1.094
12 H 0.143 -1.859 0.971  C4 1.076
13 H 1.777 -1.244 -1.793  C6 1.088
14 H 2.404 -0.573 -0.282  C6 1.091
15 H 2.089 0.490 -1.658  C6 1.088

Output
SMILES: C[C@]12C=CC[C@H]1S2
LUMO level (eV): 0.97
Kohn-Sham gap (eV): 9.439

natural (NBO) atomic charge list, values in e, 8 entries:
1 C -0.153
2 C -0.224
3 C -0.470
4 C -0.302
5 C -0.128
6 C -0.626
7 S 0.120
8 H 0.210

---

Stability ranking, top and bottom: *ii* is the most stable and *i* is the least stable.